No. 1
{"formula": "C46H87Cl20NPS4", "method": "ωB97M-V/def2-TZVPD", "charge": 1, "de_lowest_ev": 0.641, "e_homo_ev": -10.9, "e_tot_ha": -12997.4078, "lumo_ev": -2.916, "orbital_gap_ev": 7.99, "species": ["C", "C", "C", "C", "C", "C", "C", "C", "N", "C", "C", "C", "C", "C", "C", "C", "C", "C", "S", "S", "C", "C", "C", "S", "P", "S", "C", "C", "C", "C", "C", "C", "H", "H", "H", "H", "H", "H", "H", "H", "H", "H", "H", "H", "H", "H", "H", "H", "H", "H", "H", "H", "H", "H", "H", "H", "H", "H", "H", "H", "H", "H", "H", "H", "H", "H", "H", "H", "H", "H", "H", "H", "H", "H", "H", "H", "H", "H", "H", "Cl", "C", "C", "Cl", "H", "H", "H", "H", "Cl", "C", "C", "Cl", "H", "H", "H", "H", "Cl", "C", "C", "Cl", "H", "H", "H", "H", "Cl", "C", "C", "Cl", "H", "H", "H", "H", "Cl", "C", "C", "Cl", "H", "H", "H", "H", "Cl", "C", "C", "Cl", "H", "H", "H", "H", "Cl", "C", "C", "Cl", "H", "H", "H", "H", "Cl", "C", "C", "Cl", "H", "H", "H", "H", "Cl", "C", "C", "Cl", "H", "H", "H", "H", "Cl", "C", "C", "Cl", "H", "H", "H", "H"], "positions_angstrom": [[7.3759, 0.3202, 1.0024], [7.5118, -0.3749, -0.3715], [6.5282, -1.5456, -0.5252], [5.1607, -1.0262, -1.0453], [4.9755, -1.3574, -2.5252], [3.8429, -0.5252, -3.1475], [2.5296, -1.2819, -3.3267], [1.4939, -0.3752, -4.0473], [0.2041, -0.4270, -3.3291], [-0.5617, -1.6702, -3.6186], [-0.6912, -2.6230, -2.4129], [-2.0803, -2.6303, -1.7716], [-3.0077, -3.7159, -2.3131], [-4.3393, -3.8359, -1.5710], [-4.2351, -4.0509, -0.0644], [-4.1644, -2.7869, 0.8147], [-5.1247, -1.6510, 0.4162], [-0.5355, 0.7144, -3.4324], [-1.8764, 0.9370, -2.4650], [-0.0795, 1.9094, -4.6254], [-1.4495, 3.0624, -4.6555], [-1.5358, 3.9361, -3.3773], [-2.9952, 4.0750, -2.9727], [-3.2582, 4.5042, -1.2315], [-4.1872, 2.7062, -0.4137], [-5.6504, 2.1655, -1.5325], [-1.7342, 4.7274, -0.3727], [-1.5140, 6.0121, 0.1418], [-0.3606, 6.2842, 0.8675], [0.5792, 5.2776, 1.0849], [0.3602, 4.0009, 0.5548], [-0.7935, 3.7152, -0.1667], [6.7925, -0.3268, 1.6545], [8.3569, 0.4109, 1.4622], [6.9143, 1.2964, 0.9035], [8.5254, -0.7442, -0.5200], [7.2993, 0.3278, -1.1777], [6.4090, -2.1145, 0.3937], [6.9293, -2.2151, -1.2882], [5.1698, 0.0541, -0.9125], [4.3285, -1.4048, -0.4486], [5.9047, -1.0495, -3.0066], [4.8507, -2.4272, -2.6777], [3.6538, 0.3736, -2.5620], [4.1742, -0.1810, -4.1337], [2.6672, -2.2285, -3.8415], [2.1348, -1.4513, -2.3256], [1.3782, -0.7834, -5.0514], [1.9123, 0.6250, -4.0529], [-0.1006, -2.2062, -4.4449], [-1.5553, -1.3969, -3.9662], [0.0578, -2.3611, -1.6714], [-0.4836, -3.6331, -2.7673], [-1.9433, -2.8155, -0.7071], [-2.5885, -1.6715, -1.8516], [-3.2487, -3.4504, -3.3487], [-2.4721, -4.6666, -2.3650], [-4.8361, -4.7206, -1.9739], [-4.9659, -2.9895, -1.8484], [-3.3320, -4.6323, 0.1441], [-5.0616, -4.6650, 0.2888], [-3.1545, -2.4006, 0.9163], [-4.4481, -3.0953, 1.8223], [-5.9048, -1.9687, -0.2668], [-4.5520, -0.8569, -0.0682], [-5.5782, -1.2020, 1.2972], [-1.2801, 3.7069, -5.5150], [-2.3669, 2.5145, -4.8560], [-1.0916, 4.9090, -3.5737], [-0.9449, 3.4462, -2.6171], [-3.5037, 3.1228, -3.1238], [-3.5039, 4.7887, -3.6148], [-3.1599, 1.7525, -0.3190], [-4.6154, 3.1376, 0.8499], [-2.2638, 6.7805, -0.0100], [-0.1879, 7.2654, 1.2966], [1.4609, 5.4979, 1.6648], [1.1160, 3.2483, 0.7236], [-0.9477, 2.7138, -0.5470], [2.2326, 3.4903, -3.5167], [3.7556, 4.3589, -3.1478], [4.8486, 3.4313, -2.6875], [4.4938, 2.7443, -1.0803], [3.5402, 5.1118, -2.3937], [4.0562, 4.8635, -4.0643], [5.7826, 3.9826, -2.5969], [4.9978, 2.6082, -3.3830], [-8.4195, -5.4739, -0.4600], [-8.0976, -7.2303, -0.5554], [-6.6551, -7.5477, -0.2768], [-5.5720, -6.9544, -1.5756], [-8.4020, -7.5722, -1.5385], [-8.7248, -7.7108, 0.1917], [-6.4987, -8.6247, -0.2152], [-6.3276, -7.0983, 0.6582], [-7.0802, -9.6361, -2.8119], [-5.3785, -10.1235, -3.0235], [-5.2515, -11.5044, -3.6095], [-5.7962, -12.7658, -2.4737], [-4.8883, -10.0574, -2.0558], [-4.9224, -9.3934, -3.6903], [-4.2059, -11.7085, -3.8344], [-5.8302, -11.6047, -4.5242], [-8.8281, -8.9991, 2.7981], [-8.4364, -10.7186, 2.5278], [-6.9641, -10.9909, 2.6769], [-5.9974, -10.2558, 1.3667], [-8.7972, -10.9975, 1.5409], [-8.9879, -11.2893, 3.2726], [-6.7816, -12.0632, 2.6345], [-6.5842, -10.6124, 3.6221], [9.1735, 3.4297, 0.9610], [10.5400, 3.3176, 2.1052], [11.5148, 2.2351, 1.7279], [10.8526, 0.5855, 1.9347], [10.1406, 3.1530, 3.1037], [11.0428, 4.2834, 2.0858], [12.3905, 2.2956, 2.3723], [11.8375, 2.3341, 0.6947], [-0.9670, 10.4188, 2.7544], [0.5851, 10.4789, 3.6251], [1.6075, 9.5490, 3.0262], [1.1797, 7.8271, 3.2749], [0.3941, 10.2441, 4.6701], [0.9472, 11.5034, 3.5650], [2.5712, 9.7046, 3.5084], [1.7250, 9.7097, 1.9578], [8.2080, 4.2579, 6.2936], [8.4312, 2.4941, 6.1701], [9.8350, 2.0710, 6.5172], [11.0177, 2.6224, 5.3013], [8.1649, 2.1929, 5.1596], [7.7309, 2.0339, 6.8649], [9.8928, 0.9843, 6.5459], [10.1447, 2.4602, 7.4833], [-1.3242, -9.9892, 2.5863], [-1.2892, -8.7811, 1.2775], [-2.5109, -8.8575, 0.4001], [-2.5540, -10.3579, -0.5652], [-0.3782, -8.9336, 0.7044], [-1.2426, -7.8010, 1.7499], [-2.5119, -8.0269, -0.3048], [-3.4253, -8.8130, 0.9873], [-5.6799, 7.0925, 0.0150], [-5.5945, 8.7581, -0.6216], [-4.2332, 9.0788, -1.1815], [-2.9894, 9.1657, 0.0948], [-5.8648, 9.4375, 0.1821], [-6.3428, 8.8363, -1.4080], [-4.2545, 10.0513, -1.6696], [-3.9166, 8.3352, -1.9098], [0.3561, 9.7121, 7.6706], [0.8684, 8.1219, 7.0466], [2.1893, 7.6795, 7.6170], [3.5353, 8.6938, 7.0336], [0.9125, 8.1867, 5.9640], [0.0908, 7.4095, 7.3180], [2.4000, 6.6589, 7.3019], [2.1876, 7.7138, 8.7033]]}

No. 2
{"formula": "C51H55N8O8Tl", "method": "ωB97M-V/def2-TZVPD", "charge": 2, "de_lowest_ev": 4.723, "e_homo_ev": -12.1, "e_tot_ha": -3188.0691, "lumo_ev": -6.473, "orbital_gap_ev": 5.65, "species": ["Tl", "C", "C", "C", "C", "C", "N", "C", "C", "C", "N", "C", "C", "C", "C", "C", "C", "C", "C", "N", "C", "C", "C", "N", "C", "C", "C", "C", "O", "C", "O", "H", "H", "H", "H", "H", "H", "H", "H", "H", "H", "H", "H", "H", "H", "H", "H", "H", "H", "H", "H", "H", "H", "H", "H", "H", "H", "H", "H", "C", "C", "C", "C", "C", "C", "C", "C", "N", "C", "C", "C", "C", "N", "C", "C", "C", "C", "C", "C", "C", "C", "H", "H", "H", "H", "H", "H", "H", "H", "H", "H", "H", "H", "H", "H", "H", "H", "H", "H", "H", "H", "H", "H", "H", "H", "O", "C", "O", "C", "C", "C", "C", "C", "C", "N", "O", "O", "N", "O", "O", "H", "H", "H"], "positions_angstrom": [[0.7177, -0.9847, -0.4973], [7.4762, -2.8208, -2.1396], [6.1562, -2.1615, -1.8481], [6.0141, -0.8025, -1.6588], [4.7680, -0.1918, -1.4115], [4.8295, 1.2094, -1.2433], [3.8841, 2.0685, -1.0240], [4.1627, 3.5152, -1.0322], [3.5671, 4.3496, 0.0812], [4.0549, 4.0537, 1.4813], [3.4699, 2.8688, 2.0891], [2.5891, 3.0083, 3.2093], [1.5396, 0.6471, 3.4771], [1.3656, 0.6852, 4.9276], [0.7286, -0.4496, 5.5972], [0.6651, -0.4837, 7.0896], [0.2605, -1.4539, 4.8103], [0.4581, -1.5066, 3.4042], [-0.1001, -2.6267, 2.7415], [-0.1641, -2.7652, 1.5400], [-0.8127, -3.9424, 1.0669], [0.1596, -4.8071, 0.3023], [0.5199, -4.2754, -1.0673], [1.4622, -3.0914, -1.0378], [2.6550, -3.2967, -1.3944], [3.7200, -2.3386, -1.4893], [4.9745, -2.8968, -1.7448], [3.5776, -0.9445, -1.3592], [2.4544, -0.3170, -1.2268], [1.1438, -0.5135, 2.6797], [1.3925, -0.5552, 1.3913], [8.2716, -2.0840, -2.2379], [7.4311, -3.3894, -3.0690], [7.7547, -3.5119, -1.3429], [6.8911, -0.1646, -1.7132], [5.8262, 1.6382, -1.3005], [2.9277, 1.7151, -1.0063], [3.8272, 3.9099, -1.9914], [5.2489, 3.6030, -1.0139], [2.4768, 4.3299, 0.0498], [3.8497, 5.3757, -0.1654], [3.8273, 4.9256, 2.0991], [5.1440, 3.9663, 1.4729], [4.1105, 2.0990, 2.1833], [3.1088, 2.7677, 4.1448], [2.2621, 1.0148, 5.4661], [1.5729, -0.9342, 7.5002], [-0.1791, -1.0794, 7.4342], [0.5850, 0.5203, 7.5083], [-0.2569, -2.2893, 5.2709], [-0.4929, -3.4061, 3.3986], [-1.6323, -3.6341, 0.4143], [-1.2484, -4.4966, 1.8991], [-0.3086, -5.7835, 0.1706], [1.0628, -4.9704, 0.8949], [-0.3819, -3.9633, -1.5930], [0.9832, -5.0692, -1.6604], [2.9322, -4.3200, -1.6618], [5.0293, -3.9747, -1.8645], [-3.1167, 1.9223, 3.5668], [-1.6239, 2.0314, 3.5260], [-0.8546, 2.0056, 4.6207], [0.6189, 2.1052, 4.5793], [1.3166, 2.1233, 3.1813], [0.3756, 2.3442, 2.0304], [0.9416, 2.5012, 0.6610], [-0.9927, 2.2586, 2.2309], [-1.8583, 2.2737, 1.1511], [-2.1853, 3.3489, 0.5435], [-1.9001, 4.7451, 1.0337], [-2.8511, 3.1976, -0.7977], [-3.8043, 4.2788, -1.2329], [-2.4320, 2.1937, -1.4600], [-2.9269, 1.8990, -2.7547], [-4.2822, 1.6516, -3.0186], [-5.3429, 1.6422, -1.9459], [-4.6455, 1.3635, -4.3334], [-3.7064, 1.2945, -5.3428], [-2.3639, 1.4960, -5.0512], [-1.9584, 1.7896, -3.7607], [-0.5074, 2.0255, -3.4347], [-3.4658, 1.7166, 4.5762], [-3.4608, 1.1285, 2.9009], [-3.5821, 2.8477, 3.2220], [-1.3092, 1.9220, 5.6025], [0.9914, 2.8543, 5.2782], [2.2551, 4.0463, 3.2916], [1.0281, 1.5188, 0.2078], [1.9543, 2.8737, 0.7457], [0.3412, 3.1199, 0.0052], [-1.2448, 4.7307, 1.9021], [-2.8360, 5.2340, 1.3104], [-1.4443, 5.3537, 0.2509], [-3.3537, 5.2617, -1.0923], [-4.7176, 4.2557, -0.6330], [-4.0745, 4.1676, -2.2771], [-4.9226, 1.5145, -0.9490], [-6.0402, 0.8246, -2.1235], [-5.9327, 2.5605, -1.9501], [-5.6923, 1.1959, -4.5574], [-4.0140, 1.0621, -6.3536], [-1.6217, 1.4228, -5.8370], [-0.3417, 3.0369, -3.0507], [0.1105, 1.8932, -4.3219], [-0.1602, 1.3331, -2.6666], [-0.8429, -1.6014, -1.9509], [-1.7712, -1.1599, -1.2152], [-1.4954, -0.4896, -0.1846], [-3.1782, -1.5564, -1.5044], [-4.1550, -1.2715, -0.5590], [-5.4395, -1.7240, -0.7766], [-5.7952, -2.4482, -1.8959], [-4.7992, -2.6967, -2.8189], [-3.4958, -2.2683, -2.6556], [-5.1517, -3.4755, -4.0279], [-4.3485, -3.4751, -4.9331], [-6.2124, -4.0559, -4.0162], [-6.4727, -1.4395, 0.2469], [-6.1138, -0.8354, 1.2362], [-7.5946, -1.8242, 0.0218], [-3.9204, -0.7091, 0.3316], [-6.8010, -2.8143, -2.0381], [-2.7418, -2.5113, -3.3907]]}

No. 3
{"formula": "C9H18AuBN4O2S", "method": "ωB97M-V/def2-TZVPD", "de_lowest_ev": 0.000, "e_homo_ev": -7.7, "e_tot_ha": -1282.0579, "lumo_ev": 0.256, "orbital_gap_ev": 7.92, "species": ["Au", "C", "C", "N", "N", "C", "S", "N", "N", "H", "H", "H", "H", "H", "H", "C", "C", "C", "O", "B", "O", "C", "C", "C", "H", "H", "H", "H", "H", "H", "H", "H", "H", "H", "H", "H"], "positions_angstrom": [[-0.2623, 0.2677, -0.0786], [2.0232, -0.5746, 5.3329], [2.5680, -0.4400, 3.9625], [3.8005, -0.6021, 3.6173], [3.8014, -0.3754, 2.2689], [2.5996, -0.0714, 1.7574], [2.2941, 0.2424, 0.1411], [1.7927, -0.1088, 2.8646], [0.4486, 0.1836, 2.8428], [2.8347, -0.8398, 6.0047], [1.2573, -1.3496, 5.3730], [1.5742, 0.3605, 5.6692], [4.6525, -0.4370, 1.7387], [-0.1369, -0.6184, 3.0252], [0.2225, 0.9854, 3.4116], [-4.9576, -0.9795, -0.1257], [-4.3754, -0.1038, 0.9784], [-5.0517, -0.4157, 2.3001], [-2.9719, -0.4285, 1.0780], [-2.2696, 0.4631, 0.2668], [-3.0861, 1.5167, -0.1073], [-4.3389, 1.4029, 0.5990], [-5.4641, 1.8546, -0.3133], [-4.2495, 2.3229, 1.8118], [-4.7500, -2.0227, 0.1122], [-4.4951, -0.7531, -1.0867], [-6.0375, -0.8500, -0.2139], [-5.0105, -1.4898, 2.4839], [-6.1017, -0.1155, 2.2759], [-4.5641, 0.0922, 3.1300], [-5.4465, 1.3192, -1.2600], [-5.3565, 2.9192, -0.5232], [-6.4342, 1.6970, 0.1637], [-3.4920, 1.9702, 2.5131], [-5.2047, 2.3946, 2.3350], [-3.9617, 3.3170, 1.4705]]}